1.
{
  "formula": "C32H44F2N5O2RuSi2Te",
  "method": "wB97M-V/def2-TZVPD",
  "molar_mass_g_mol": 853.58,
  "gap_ev": [4.2759, 4.8397],
  "charge": 0,
  "multiplicity": 6,
  "s2": 8.828,
  "fmax_ev_per_a": 0.7,
  "e_above_lowest_kj_mol": 27.9,
  "e_homo_ev": [-4.6, -7.1],
  "e_tot_ev": -76507.32553,
  "symbols": ["Ru", "C", "C", "O", "C", "C", "C", "N", "N", "C", "O", "C", "C", "C", "C", "C", "C", "H", "H", "H", "H", "H", "H", "H", "H", "H", "H", "H", "H", "C", "Si", "C", "C", "C", "Te", "C", "Si", "C", "C", "C", "H", "H", "H", "H", "H", "H", "H", "H", "H", "H", "H", "H", "H", "H", "H", "H", "H", "H", "H", "H", "H", "H", "C", "C", "N", "C", "C", "C", "C", "C", "C", "C", "C", "N", "C", "N", "H", "H", "H", "H", "H", "H", "H", "H", "H", "F", "C", "F", "H"],
  "xyz": [[0.832, -0.509, 0.657], [-3.279, -0.139, 2.448], [-2.036, 0.203, 1.687], [-1.186, -0.686, 1.475], [-1.904, 1.565, 1.259], [-0.899, 2.173, 0.545], [-1.024, 3.628, 0.206], [0.219, 1.510, 0.136], [1.039, 2.255, -0.590], [2.124, 1.581, -1.024], [2.351, 0.380, -0.733], [3.026, 2.302, -1.947], [2.743, 3.602, -2.364], [3.584, 4.238, -3.262], [4.708, 3.582, -3.745], [4.996, 2.290, -3.328], [4.157, 1.650, -2.431], [-3.346, -1.204, 2.644], [-3.247, 0.376, 3.413], [-4.162, 0.224, 1.918], [-2.736, 2.196, 1.542], [-1.959, 4.025, 0.592], [-0.188, 4.182, 0.632], [-0.977, 3.775, -0.873], [1.865, 4.101, -1.979], [3.363, 5.246, -3.584], [5.364, 4.080, -4.448], [5.873, 1.781, -3.702], [4.364, 0.641, -2.099], [-4.475, -3.620, -0.592], [-2.614, -3.569, -0.794], [-1.750, -3.905, 0.827], [-2.064, -4.807, -2.087], [-2.182, -1.830, -1.414], [-0.119, -1.578, -1.841], [-0.330, 0.193, -3.010], [0.113, -0.018, -4.826], [-0.134, 1.642, -5.659], [-1.000, -1.319, -5.585], [1.911, -0.524, -4.935], [-4.798, -4.595, -0.224], [-4.983, -3.438, -1.540], [-4.816, -2.870, 0.123], [-1.864, -4.956, 1.103], [-2.162, -3.306, 1.638], [-0.679, -3.695, 0.784], [-2.349, -5.816, -1.781], [-0.983, -4.801, -2.229], [-2.531, -4.612, -3.055], [-2.456, -1.057, -0.695], [-2.704, -1.631, -2.352], [0.294, 0.962, -2.562], [-1.367, 0.508, -2.866], [-1.170, 1.977, -5.588], [0.127, 1.594, -6.717], [0.497, 2.404, -5.196], [-2.048, -1.013, -5.547], [-0.909, -2.278, -5.071], [-0.744, -1.485, -6.633], [2.555, 0.260, -4.530], [2.203, -0.691, -5.974], [2.115, -1.445, -4.384], [3.912, 1.019, 3.371], [3.299, 0.371, 2.309], [1.949, 0.298, 2.263], [1.219, 0.800, 3.241], [1.751, 1.402, 4.406], [3.159, 1.541, 4.402], [0.917, 1.910, 5.432], [-0.398, 1.581, 5.755], [-1.147, 0.409, 5.495], [-2.477, 0.273, 5.983], [-3.128, -0.910, 5.786], [-2.578, -1.964, 5.140], [-1.337, -1.753, 4.720], [-0.602, -0.663, 4.841], [4.991, 1.101, 3.383], [3.846, -0.047, 1.478], [0.150, 0.739, 3.130], [3.647, 2.040, 5.230], [1.372, 2.684, 6.042], [-0.887, 2.262, 6.445], [-2.954, 1.084, 6.517], [-4.140, -1.046, 6.154], [-0.863, -2.577, 4.191], [1.599, -3.296, 0.183], [1.898, -2.237, 1.019], [1.571, -2.666, 2.278], [2.982, -2.084, 0.974]]
}

***

2.
{
  "formula": "C32H44N5O3TeV",
  "method": "wB97M-V/def2-TZVPD",
  "molar_mass_g_mol": 725.28,
  "gap_ev": [6.8640, 6.9363],
  "charge": 0,
  "multiplicity": 3,
  "s2": 2.031,
  "fmax_ev_per_a": 1.0,
  "e_above_lowest_kj_mol": 13.3,
  "e_homo_ev": [-7.0, -7.1],
  "e_tot_ev": -80469.93049,
  "symbols": ["V", "C", "C", "N", "O", "C", "C", "N", "O", "H", "H", "H", "H", "H", "H", "H", "C", "C", "N", "C", "C", "C", "O", "C", "C", "C", "C", "N", "C", "H", "H", "H", "H", "H", "H", "H", "H", "H", "H", "H", "H", "H", "H", "C", "C", "C", "C", "C", "C", "Te", "C", "C", "C", "H", "H", "H", "H", "H", "H", "H", "H", "H", "H", "H", "C", "N", "C", "C", "C", "C", "C", "C", "C", "C", "H", "H", "H", "H", "H", "H", "H", "H", "H", "H", "H", "H"],
  "xyz": [[0.398, 1.254, -1.060], [3.866, 3.479, -4.150], [3.083, 2.286, -3.694], [3.548, 1.222, -3.176], [4.929, 1.235, -3.030], [1.602, 2.331, -3.797], [0.926, 2.922, -4.990], [0.970, 1.869, -2.797], [-0.379, 1.878, -2.695], [4.920, 3.360, -3.926], [3.492, 4.375, -3.651], [3.747, 3.625, -5.225], [5.097, 0.389, -2.599], [1.213, 2.377, -5.891], [1.229, 3.962, -5.124], [-0.153, 2.878, -4.871], [-0.747, -3.643, 3.370], [-1.747, -2.564, 3.759], [-2.957, -2.579, 2.943], [-3.873, -3.711, 3.094], [-3.727, -4.761, 2.006], [-3.258, -1.667, 1.994], [-4.214, -1.773, 1.242], [-2.391, -0.440, 1.902], [-2.517, 0.571, 2.845], [-1.772, 1.725, 2.699], [-0.933, 1.836, 1.608], [-0.827, 0.881, 0.671], [-1.538, -0.244, 0.831], [0.175, -3.517, 3.938], [-0.508, -3.583, 2.307], [-1.132, -4.643, 3.577], [-1.277, -1.588, 3.670], [-2.048, -2.678, 4.804], [-4.890, -3.317, 3.094], [-3.680, -4.142, 4.079], [-3.961, -4.331, 1.034], [-4.413, -5.589, 2.192], [-2.712, -5.155, 1.974], [-3.188, 0.443, 3.687], [-1.826, 2.532, 3.416], [-0.305, 2.704, 1.473], [-1.406, -1.007, 0.078], [-1.026, -6.710, 0.162], [-0.519, -5.324, -0.131], [-1.212, -4.459, -0.959], [-0.705, -3.209, -1.324], [-1.550, -2.392, -2.272], [0.535, -2.796, -0.817], [1.570, -1.075, -1.552], [1.225, -3.642, 0.074], [2.537, -3.249, 0.699], [0.693, -4.885, 0.390], [-2.102, -6.782, 0.007], [-0.805, -7.008, 1.188], [-0.550, -7.440, -0.497], [-2.171, -4.767, -1.366], [-1.774, -2.968, -3.172], [-1.055, -1.475, -2.584], [-2.509, -2.138, -1.811], [2.444, -2.310, 1.248], [3.309, -3.089, -0.054], [2.878, -4.024, 1.386], [1.247, -5.535, 1.061], [-0.363, 6.103, 0.318], [-0.313, 5.394, -0.940], [-1.440, 4.512, -1.138], [0.990, 4.810, -1.261], [1.724, 3.995, -0.195], [2.582, 4.710, 0.645], [3.332, 4.086, 1.628], [3.243, 2.708, 1.770], [2.403, 1.989, 0.934], [1.619, 2.598, -0.059], [-1.325, 6.609, 0.406], [0.421, 6.861, 0.352], [-0.233, 5.456, 1.201], [-2.366, 5.078, -1.018], [-1.488, 3.670, -0.433], [-1.418, 4.094, -2.144], [1.650, 5.639, -1.539], [0.841, 4.209, -2.159], [2.675, 5.783, 0.510], [3.991, 4.665, 2.263], [3.835, 2.196, 2.519], [2.365, 0.909, 1.052]]
}

***

3.
{
  "formula": "C32H45As3CrF10N6OS",
  "method": "wB97M-V/def2-TZVPD",
  "molar_mass_g_mol": 1028.56,
  "gap_ev": [6.8157, 6.8488],
  "charge": -1,
  "multiplicity": 4,
  "s2": 3.784,
  "fmax_ev_per_a": 0.6,
  "e_homo_ev": [-4.4, -4.4],
  "e_tot_ev": -293850.78616,
  "symbols": ["Cr", "C", "N", "C", "C", "N", "C", "C", "F", "C", "F", "C", "F", "C", "F", "C", "F", "C", "C", "N", "C", "C", "F", "C", "F", "C", "F", "C", "F", "C", "F", "H", "H", "H", "H", "H", "H", "H", "H", "H", "H", "H", "C", "As", "C", "C", "C", "C", "C", "As", "C", "C", "C", "As", "C", "C", "H", "H", "H", "H", "H", "H", "H", "H", "H", "H", "H", "H", "H", "H", "H", "H", "H", "H", "H", "H", "H", "H", "H", "H", "H", "H", "H", "S", "C", "N", "C", "C", "O", "N", "C", "N", "H", "H", "H", "H", "H", "H", "H"],
  "xyz": [[1.863, 0.088, 0.976], [3.790, 0.175, 3.492], [3.633, -0.484, 2.188], [3.432, -1.928, 2.406], [3.087, -2.626, 1.107], [2.018, -1.915, 0.406], [1.471, -2.529, -0.657], [2.198, -3.496, -1.428], [3.511, -3.743, -1.203], [1.719, -4.162, -2.528], [2.512, -5.013, -3.185], [0.458, -3.893, -3.010], [-0.009, -4.475, -4.128], [-0.280, -2.968, -2.315], [-1.485, -2.703, -2.886], [0.125, -2.318, -1.147], [0.422, 0.133, -0.280], [4.835, -0.234, 1.348], [4.550, 0.830, 0.297], [3.275, 0.610, -0.361], [3.251, 0.076, -1.616], [4.116, -0.908, -2.121], [5.109, -1.396, -1.346], [3.976, -1.483, -3.372], [4.816, -2.454, -3.759], [2.952, -1.092, -4.209], [2.793, -1.658, -5.416], [2.110, -0.080, -3.783], [1.156, 0.373, -4.616], [2.278, 0.506, -2.546], [1.522, 1.575, -2.274], [4.610, -0.300, 4.048], [3.989, 1.232, 3.345], [2.868, 0.085, 4.063], [4.340, -2.376, 2.838], [2.639, -2.027, 3.141], [4.006, -2.697, 0.527], [2.784, -3.656, 1.338], [5.669, 0.068, 1.992], [5.118, -1.161, 0.857], [4.509, 1.806, 0.789], [5.382, 0.862, -0.413], [-2.730, -2.583, -0.266], [-1.336, -1.213, -0.457], [-1.866, -0.370, 1.194], [-1.883, -0.164, -2.020], [-2.772, 1.108, -2.132], [-3.028, 1.176, -3.655], [-2.094, 2.426, -1.759], [-1.342, 2.790, 0.044], [-0.303, 4.335, -0.586], [-2.816, 3.864, 0.805], [-4.083, 0.876, -1.356], [-5.868, 1.718, -1.658], [-5.845, 2.727, -3.346], [-5.704, 3.313, -0.527], [-3.709, -2.105, -0.317], [-2.595, -3.009, 0.728], [-2.675, -3.373, -1.002], [-2.898, -0.088, 0.980], [-1.263, 0.490, 1.449], [-1.861, -1.121, 1.973], [-2.419, -0.923, -2.591], [-0.940, 0.012, -2.540], [-2.085, 1.068, -4.193], [-3.459, 2.131, -3.940], [-3.697, 0.376, -3.983], [-2.776, 3.247, -2.011], [-1.219, 2.540, -2.406], [-0.652, 4.669, -1.565], [0.746, 4.050, -0.637], [-0.407, 5.149, 0.131], [-3.173, 4.647, 0.132], [-2.416, 4.324, 1.710], [-3.650, 3.224, 1.097], [-3.918, 1.091, -0.296], [-4.330, -0.187, -1.414], [-5.773, 2.066, -4.206], [-5.051, 3.470, -3.381], [-6.808, 3.240, -3.384], [-5.550, 3.023, 0.511], [-6.641, 3.867, -0.593], [-4.883, 3.955, -0.843], [2.058, 2.358, 1.717], [-0.069, -0.820, 6.283], [0.441, -1.041, 4.957], [0.194, -2.315, 4.337], [0.274, -1.976, 2.853], [0.000, -2.813, 2.002], [0.606, -0.665, 2.700], [0.382, -0.062, 3.944], [0.127, 1.179, 4.095], [-1.113, -1.148, 6.383], [-0.021, 0.235, 6.545], [0.531, -1.364, 7.015], [-0.802, -2.712, 4.573], [0.934, -3.079, 4.594], [1.119, 2.324, 2.675], [-0.009, 1.417, 5.071]]
}

***

Question: Which of these has the highest multiplicity?
Answer: C32H44F2N5O2RuSi2Te